[1]
Molecular formula: C11H10BrNRhS
Method: DFT, ωB97M-V/def2-TZVPD

Structure (XYZ):
```
25
Properties=species:S:1:pos:R:3:forces:R:3
C 1.0461 -0.3663 1.4149 2.222 -1.824 2.018
C 0.3951 0.1988 2.5698 1.372 -0.009 2.345
C -0.8674 -0.4658 2.8165 1.859 -1.998 2.548
H 0.7291 1.0163 3.1947 0.174 0.038 -0.313
C -0.9097 -1.5463 1.8751 -0.515 -2.219 1.083
C 0.2301 -1.4752 0.9863 1.132 -2.151 0.040
H 0.3768 -2.1543 0.1284 0.083 0.588 0.667
H 1.9938 -0.0709 0.9626 -0.498 0.126 0.171
H -1.5972 -0.2501 3.6014 0.338 0.078 -0.394
H -1.7162 -2.2679 1.7963 0.201 0.097 -0.059
Rh -0.8166 0.2174 0.9539 -6.746 7.632 -8.097
Br -0.3829 2.1581 -0.7249 -0.795 0.596 1.174
C 0.1434 0.5722 -3.0916 0.617 -1.244 -0.272
C 0.5369 -0.7698 -3.0991 -0.409 1.448 -0.281
C 1.8555 -0.8557 -2.5314 0.353 0.435 0.353
H -0.0383 -1.5915 -3.5136 0.090 0.120 0.154
C 2.2559 0.4225 -2.1192 -0.554 0.018 -0.336
C 1.2150 1.3501 -2.4585 1.104 -1.031 -0.510
H 1.3481 2.4250 -2.3726 -0.048 -0.448 -0.631
H -0.8030 0.9551 -3.4556 0.221 0.024 0.140
H 2.4529 -1.7699 -2.4739 -0.220 0.352 0.070
H 3.1959 0.7223 -1.6688 -0.104 -0.211 -0.063
S -4.2013 1.1394 3.7161 -0.646 0.005 0.983
C -3.5249 1.1987 2.2700 2.324 -0.037 -3.510
N -2.9173 1.2078 1.2232 -1.555 -0.386 2.717
```
Positions in Å, forces in eV/Å.

Highest occupied orbital energy (alpha / beta)   -3.24 / -4.79 eV
HOMO-LUMO gap (alpha / beta)   6.5 / 5.7 eV
Net charge   -1
Spin multiplicity   5
Maximum force   0.2530 hartree/bohr
⟨S²⟩   6.022
Energy above the lowest of the compared OMol25 structures with the same formula, charge and spin   190.87 kJ/mol



[2]
Molecular formula: C11H10Cl28F2N3O2S
Method: DFT, ωB97M-V/def2-TZVPD

Structure (XYZ):
```
57
Properties=species:S:1:pos:R:3:forces:R:3
C -0.9471 1.7759 1.7518 0.940 -1.141 0.481
C -0.3351 0.2700 1.4245 -0.655 0.556 1.566
F -0.8615 -0.6101 2.5343 0.933 1.686 -2.810
C -0.8771 -0.3933 0.0321 -2.047 -2.215 1.475
N -0.3690 0.2245 -1.2412 -0.655 3.461 0.118
C -1.1874 1.3939 -1.7248 0.686 2.621 -0.141
N -0.7453 2.8329 -1.8545 -2.739 -4.336 1.903
N -2.4893 1.1059 -2.1540 0.519 -0.003 0.406
S 1.3455 0.5063 -1.2630 7.226 2.799 -3.441
O 1.8242 1.7893 -0.5430 -2.781 -5.102 -1.978
O 1.8505 0.3845 -2.7450 -3.021 0.182 6.706
F 2.0836 -0.8204 -0.3939 -2.663 2.953 -1.760
H -0.3560 2.5432 1.0949 -1.265 -1.295 1.255
H -0.6664 1.9812 2.8920 -0.717 -0.396 -2.622
H -2.1106 1.8068 1.6262 2.244 0.003 0.126
H 0.8260 0.2797 1.5641 -2.256 -0.220 -0.459
H -2.0661 -0.2844 0.0491 2.655 -0.178 -0.146
H -0.6908 -1.5689 -0.0552 -0.078 2.704 0.433
H -1.5970 3.4361 -2.0431 1.152 -1.290 -0.286
H -0.3249 3.2167 -0.9802 0.774 -0.767 -1.043
H -2.7419 0.9721 -3.1606 0.598 0.056 1.334
H -3.2520 1.0563 -1.4434 1.020 0.110 -1.009
C -0.5124 4.3833 5.5796 -0.120 -0.002 0.353
Cl -0.6296 2.7284 6.2292 0.083 0.521 -0.358
Cl 0.5148 5.3701 6.6501 -0.276 -0.299 -0.340
Cl 0.2052 4.3323 3.9497 -0.040 0.105 0.269
Cl -2.1400 5.1027 5.4898 0.422 -0.178 -0.033
C 3.0146 -3.1441 2.6266 0.242 -0.188 0.107
Cl 2.8974 -4.7991 3.2762 0.002 0.506 -0.204
Cl 4.0418 -2.1574 3.6971 -0.306 -0.218 -0.277
Cl 3.7321 -3.1952 0.9967 -0.244 -0.010 0.541
Cl 1.3869 -2.4248 2.5368 0.316 -0.159 0.085
C 2.3780 -3.0595 -3.3927 0.412 0.002 -0.312
Cl 2.4499 -4.6591 -4.1743 -0.098 0.495 0.277
Cl 0.7970 -2.8582 -2.5962 0.050 -0.114 -0.089
Cl 3.6753 -2.9331 -2.1781 -0.317 -0.024 -0.537
Cl 2.5898 -1.7876 -4.6224 0.036 -0.521 0.269
C 1.9025 0.2637 8.9861 0.062 -0.007 0.153
Cl 1.5726 1.9802 8.6410 0.157 -0.442 0.166
Cl 0.4459 -0.4936 9.6787 0.353 0.199 -0.198
Cl 2.3449 -0.5714 7.4757 -0.111 0.184 0.291
Cl 3.2466 0.1393 10.1491 -0.366 0.026 -0.329
C -0.6017 -1.0126 -7.1404 0.023 -0.339 -0.463
Cl 0.3601 0.2705 -7.9172 -0.299 -0.014 0.539
Cl -2.1847 -1.1398 -7.9484 0.445 0.059 0.249
Cl 0.2606 -2.5658 -7.2757 -0.634 0.291 0.997
Cl -0.8431 -0.6151 -5.4204 0.047 -0.022 -0.063
C 1.1715 -3.0611 -11.1518 0.075 0.046 -0.170
Cl 2.6225 -2.8776 -12.1694 -0.377 -0.067 0.273
Cl 1.1271 -1.7557 -9.9399 0.332 -0.283 -1.427
Cl -0.2855 -2.9729 -12.1734 0.360 -0.021 0.289
Cl 1.2220 -4.6383 -10.3243 -0.022 0.344 -0.142
C -4.6149 1.2506 5.8190 -0.136 0.024 0.241
Cl -5.2803 -0.2492 6.5135 0.212 0.421 -0.230
Cl -3.3059 0.8475 4.6792 -0.208 0.011 0.144
Cl -5.9034 2.1287 4.9570 0.317 -0.194 0.175
Cl -3.9697 2.2752 7.1261 -0.261 -0.319 -0.355
```
Positions in Å, forces in eV/Å.

Highest occupied orbital energy   -12.48 eV
HOMO-LUMO gap   5.8 eV
Net charge   +1
Maximum force   0.1649 hartree/bohr



[3]
Molecular formula: C11H10ClF3Tl
Method: DFT, ωB97M-V/def2-TZVPD

Structure (XYZ):
```
26
Properties=species:S:1:pos:R:3:forces:R:3
C 0.8732 -2.0714 0.8637 0.703 -0.545 -1.227
C 0.9270 -2.2800 -0.5396 -0.295 0.563 -0.118
C -0.3930 -2.2203 -1.0420 1.825 -0.229 -0.086
H 1.8233 -2.2940 -1.1355 0.089 -0.125 -0.042
C -1.2766 -2.0897 0.0538 0.353 0.593 3.193
C -0.4947 -1.9737 1.2364 -2.733 -0.445 -1.458
H -0.8719 -1.8966 2.2522 0.080 0.194 -0.321
H 1.7225 -2.0511 1.5366 -0.161 0.127 -0.129
H -0.6748 -2.2412 -2.0859 0.015 -0.054 0.035
H -2.3511 -1.9930 -0.0108 0.082 -0.031 0.064
Tl 0.7911 1.1236 -1.3687 -1.032 0.325 0.293
Cl 0.8284 1.0460 1.2219 0.590 -0.104 0.551
C 0.1253 2.8549 -4.4573 -1.778 -0.142 -0.267
C -1.1010 2.2229 -4.8111 1.557 2.030 1.133
C -0.7919 1.0010 -5.4772 2.563 -1.222 -0.627
H -2.1015 2.5986 -4.5964 0.390 -0.122 -0.011
C 0.6281 0.8825 -5.5435 -1.945 -0.553 -0.220
C 1.1945 2.0295 -4.9121 -0.463 -0.013 0.116
H 2.2570 2.2350 -4.7877 -0.338 -0.070 -0.048
H 0.2291 3.8078 -3.9370 -0.076 -0.410 -0.165
H -1.5141 0.2750 -5.8483 0.258 0.223 0.101
H 1.1804 0.0479 -5.9719 -0.186 0.276 0.130
F -2.5103 1.0145 -1.4186 -1.221 0.137 -0.222
C -1.8580 1.8359 -0.5212 3.246 -0.286 -0.956
F -2.2866 3.1390 -0.7510 -0.823 -0.471 0.186
F -2.3056 1.4593 0.6945 -0.702 0.354 0.095
```
Positions in Å, forces in eV/Å.

Highest occupied orbital energy (alpha / beta)   -3.58 / -3.21 eV
HOMO-LUMO gap (alpha / beta)   4.9 / 3.8 eV
Net charge   -1
Maximum force   0.0660 hartree/bohr
Energy above the lowest of the compared OMol25 structures with the same formula, charge and spin   66.08 kJ/mol



[4]
Molecular formula: C11H10ClN2
Method: DFT, ωB97M-V/def2-TZVPD

Structure (XYZ):
```
24
Properties=species:S:1:pos:R:3:forces:R:3
C 2.5501 1.1453 -1.5646 0.762 0.048 1.707
C 2.3555 1.4210 -0.2585 -1.096 -0.169 -1.411
C 0.9476 1.5586 0.2218 0.523 1.219 -1.960
C 0.5972 1.5304 1.6015 -2.495 1.973 1.948
N 0.4216 0.3267 0.8158 2.422 -0.241 0.106
C -0.7118 -0.2727 0.3791 -1.510 0.122 0.092
C -1.9520 0.3294 0.2733 0.636 2.346 -0.448
C -3.0436 -0.4192 -0.0887 -0.645 1.336 -0.137
C -2.8772 -1.7246 -0.4597 -0.735 -1.925 -0.036
C -1.6336 -2.3243 -0.4448 -0.051 0.775 0.545
C -0.5666 -1.6019 0.0196 -1.353 0.044 -0.095
N 0.6869 -2.1322 0.0938 2.722 1.210 0.219
C 1.6742 -1.4520 0.3179 -3.332 -1.415 -0.028
Cl 3.2311 -1.4040 0.0892 1.765 -0.132 0.414
H 3.5228 0.7408 -1.8986 -0.698 0.670 -0.179
H 1.6940 1.2274 -2.2224 0.263 -0.073 -0.307
H 3.0557 1.3211 0.5626 0.427 0.114 -0.381
H 0.1723 2.1072 -0.3472 0.872 -0.462 -0.284
H 1.3380 1.4907 2.3787 0.116 -0.111 0.243
H -0.3401 2.2074 1.8111 1.718 -1.838 0.066
H -2.0247 1.4837 0.2387 0.037 -2.049 0.736
H -3.9738 0.1561 -0.1180 0.011 -0.798 -0.188
H -3.7038 -2.3979 -0.6847 -0.068 0.553 -0.206
H -1.4197 -3.3169 -0.7157 -0.292 -1.197 -0.417
```
Positions in Å, forces in eV/Å.

Highest occupied orbital energy   -12.94 eV
HOMO-LUMO gap   8.0 eV
Net charge   +1
Maximum force   0.0725 hartree/bohr
Energy above the lowest of the compared OMol25 structures with the same formula, charge and spin   103.70 kJ/mol



[5]
Molecular formula: C11H10FNO
Method: DFT, ωB97M-V/def2-TZVPD

Structure (XYZ):
```
24
Properties=species:S:1:pos:R:3:forces:R:3
C -3.5403 0.3771 -0.2556 0.770 1.450 -0.942
C -2.6860 1.4389 -0.7138 -0.007 -0.220 0.177
C -3.0280 -0.5571 0.6326 0.768 1.138 1.142
C -1.3743 1.5243 -0.3117 1.294 0.696 -1.006
C -1.7445 -0.3564 1.2027 -2.626 -1.368 -1.915
C -0.8933 0.6421 0.6841 1.537 -1.709 0.991
C 2.9382 -0.8466 0.6236 -0.009 -2.644 0.552
C 2.6470 0.4278 0.7136 0.796 1.394 0.880
C 1.5597 -0.8129 -1.3240 0.762 -3.163 -1.017
C 2.1182 -1.7447 -0.2721 -0.042 0.706 0.164
C 1.4725 0.9528 0.0908 1.072 0.827 -5.060
N 1.2496 0.4180 -1.2684 -0.534 2.598 3.643
O 0.3587 0.4500 1.0808 -2.335 1.804 -0.645
F 1.5464 2.3692 -0.1271 -0.879 -1.800 1.567
H -4.5270 0.2728 -0.6860 -0.073 0.011 0.098
H -2.8880 2.2336 -1.4258 -0.994 -0.567 -0.118
H -3.6372 -1.3586 0.9919 -0.181 -0.436 -0.001
H -0.6732 2.1472 -0.9079 -0.557 -0.214 1.080
H -1.4309 -1.2994 1.5836 1.174 0.096 1.188
H 3.6914 -1.3926 1.2168 0.010 0.929 -0.426
H 3.2200 1.1531 1.2421 0.530 0.235 0.561
H 1.5587 -1.2566 -2.2832 -0.269 -0.298 -1.217
H 2.8202 -2.5170 -0.6796 -0.926 0.499 0.000
H 1.2423 -2.2653 0.1927 0.717 0.040 0.304
```
Positions in Å, forces in eV/Å.

Highest occupied orbital energy (alpha / beta)   -3.69 / -9.23 eV
HOMO-LUMO gap (alpha / beta)   3.7 / 5.8 eV
Spin multiplicity   3
Maximum force   0.1019 hartree/bohr
⟨S²⟩   2.025
Energy above the lowest of the compared OMol25 structures with the same formula, charge and spin   55.78 kJ/mol



[6]
Molecular formula: C11H10N2
Method: DFT, ωB97M-V/def2-TZVPD

Structure (XYZ):
```
23
Properties=species:S:1:pos:R:3:forces:R:3
N -3.4044 -1.7259 -0.0982 -1.028 0.458 1.333
C -2.4881 -0.6505 -0.1002 -1.419 0.633 -0.500
C -2.9640 0.6724 -0.2193 1.144 1.826 0.404
C -2.0668 1.7989 -0.1269 -1.028 -3.352 -0.418
C -0.7082 1.5203 -0.0929 -0.298 3.141 -0.028
C -0.2777 0.2476 -0.0649 2.104 -1.526 0.570
C 1.2453 0.0556 0.0040 -2.689 -0.875 -2.850
C 1.9573 0.0638 1.1325 3.276 -1.352 0.444
C 3.3856 -0.1983 0.9792 -0.962 1.805 3.167
C 3.9246 -0.2843 -0.2517 -0.916 -0.248 0.277
N 3.1768 -0.2388 -1.3489 0.310 -0.920 -1.867
C 1.8780 -0.1956 -1.2658 -0.433 1.849 1.355
C -1.1422 -0.8514 -0.0648 2.744 -0.448 -0.404
H -3.0198 -2.4848 0.4713 -0.292 0.192 -0.415
H -4.2806 -1.3922 0.3870 1.217 -0.752 -0.896
H -4.0120 0.9007 -0.4107 0.073 -0.364 0.349
H -2.4422 2.7853 -0.0909 -0.369 0.857 -0.226
H 0.0018 2.3816 -0.1550 -0.514 -0.952 0.322
H 1.5209 0.0328 2.1082 -0.267 0.543 0.400
H 4.0787 -0.0537 1.8851 -1.213 -0.742 -1.391
H 4.9539 -0.4837 -0.3209 1.291 0.093 -0.568
H 1.2551 -0.0880 -2.1748 0.581 -0.413 0.444
H -0.5720 -1.8117 -0.1813 -1.312 0.546 0.498
```
Positions in Å, forces in eV/Å.

Highest occupied orbital energy   -8.54 eV
HOMO-LUMO gap   9.4 eV
Maximum force   0.0781 hartree/bohr
Energy above the lowest of the compared OMol25 structures with the same formula, charge and spin   99.07 kJ/mol